2 unconnected molecules or ions with the total composition C3H6ClNSi. Source: OMol25; level of theory: wB97M-V/def2-TZVPD.

Summary:
Energy (eV): -25097.416
LUMO (eV): -0.4
ΔE to the lowest compared entry with this formula, charge and spin (kJ/mol): 243.5
Kohn-Sham gap (eV): 8.66
SMILES string: C=[Si](Cl)C#N.C

The geometry in ORCA input format:
```
! RIJCOSX wB97M-V def2-TZVPD def2/J DEFGRID3
* xyz 0 1
Cl -1.93 -1.57 1.03
H 2.83 -0.08 1.51
C -1.88 1.63 0.69
H 1.65 1.11 0.97
H 2.18 -0.36 -0.02
Si -2.47 0.01 -0.02
N -1.70 2.53 1.36
C -3.20 -0.10 -1.58
H -3.51 0.70 -2.32
H -3.49 -0.98 -2.11
C 1.95 0.04 0.93
H 1.13 -0.59 1.26
*
```